Entry from the OMol25 dataset: a 2-piece molecular cluster, C10H20N3P overall (ωB97M-V/def2-TZVPD).

The value obtained for the molar mass is 213.3 g mol⁻¹. The SMILES is Cn1ccnc1PC(C)(C)C.C=NC. Its electronic energy is -898.50131 a.u. As for the energy relative to the best compared isomer or geometry (same formula, charge and spin): 0.232 eV.

Last column: Mulliken charge in e.
CARTESIAN COORDINATES (ANGSTROEM)
C -1.08596 -0.62555 -2.03350  -1.179
N -0.82485 -1.28752 -0.70089  0.192
C -1.26148 -2.47684 -0.24730  -0.356
C -1.00021 -2.53125 1.10067  -0.778
N -0.28974 -1.47421 1.45855  -0.514
C -0.18916 -0.75193 0.38609  0.467
P 0.47725 0.92396 0.59547  -0.295
C 2.29790 0.43957 0.20227  1.438
C 2.37747 0.46755 -1.31840  -1.387
C 3.13446 1.58565 0.92921  -1.958
C 2.70647 -0.87111 0.95227  -1.836
H -1.97361 -0.97498 -2.47917  0.344
H -0.93530 0.50156 -1.79322  0.420
H -0.42340 -1.09042 -2.67845  0.442
H -1.78638 -3.03897 -0.95988  0.423
H -1.21668 -3.22253 1.79278  0.623
H 0.50447 0.73618 1.96317  0.037
H 2.76814 1.38340 -1.59388  0.465
H 3.03848 -0.38472 -1.58487  0.323
H 1.39754 0.37532 -1.89085  0.183
H 2.52480 2.58708 0.76362  0.401
H 4.06799 1.55678 0.53178  0.577
H 3.29901 1.46519 1.92117  0.499
H 2.37231 -0.69272 1.90998  0.509
H 2.09008 -1.60909 0.46536  0.398
H 3.81246 -0.89690 0.71662  0.526
C -2.57804 2.39918 0.48107  -0.525
N -2.85161 1.42615 -0.25755  -0.259
C -3.73786 0.30168 -0.01757  -0.826
H -1.82097 3.02408 0.25408  0.457
H -3.14993 2.57785 1.38468  0.254
H -3.26192 -0.62283 0.29241  0.196
H -4.53140 0.63169 0.55356  0.526
H -3.95030 0.16868 -1.09927  0.215